{"formula": "C45H24F6I4N5NiP", "method": "ωB97M-V/def2-TZVPD", "symbols": ["Ni", "I", "C", "C", "C", "C", "C", "C", "C", "C", "C", "C", "C", "C", "C", "C", "C", "C", "I", "C", "C", "C", "N", "C", "C", "C", "C", "C", "C", "I", "C", "C", "C", "C", "C", "C", "N", "C", "C", "C", "C", "C", "N", "C", "C", "C", "C", "I", "C", "C", "C", "C", "N", "H", "H", "H", "H", "H", "H", "H", "H", "H", "H", "H", "H", "H", "H", "H", "H", "H", "H", "H", "H", "H", "H", "H", "H", "N", "C", "F", "P", "F", "F", "F", "F", "F"], "xyz": [[-0.30403, -0.88094, 0.54801], [0.78517, -1.25635, -8.91513], [0.65405, -1.44780, -6.80749], [1.07550, -0.40884, -5.99816], [0.97481, -0.53681, -4.62675], [0.44565, -1.69516, -4.05612], [0.04985, -2.73479, -4.89698], [0.14893, -2.61661, -6.27017], [0.25879, -1.76437, -2.60312], [-1.16116, -1.76288, -2.11739], [-2.11295, -2.79620, -2.67022], [-2.84609, -3.26197, -1.65370], [-2.40135, -2.61956, -0.43560], [-3.14296, -2.62723, 0.76248], [-4.18380, -3.64500, 0.89985], [-3.84583, -4.98009, 0.65168], [-4.78577, -5.98529, 0.74436], [-6.08424, -5.66778, 1.09869], [-7.50569, -7.23378, 1.24949], [-6.45273, -4.35860, 1.34712], [-5.50702, -3.35568, 1.23480], [-2.93024, -1.60902, 1.71349], [-1.84446, -0.76894, 1.67749], [-2.03838, 0.18573, 2.61673], [-1.06501, 1.17100, 2.91960], [-1.46003, 2.45698, 3.51475], [-2.01076, 2.59104, 4.78721], [-2.40982, 3.83271, 5.25588], [-2.24720, 4.94640, 4.45345], [-2.85824, 6.84230, 5.18710], [-1.69360, 4.84556, 3.19193], [-1.30306, 3.60216, 2.73087], [0.28464, 0.91012, 2.64967], [1.37324, 1.52493, 3.33656], [2.48216, 0.78237, 3.06784], [2.10549, -0.21987, 2.12135], [0.75530, -0.13615, 1.91260], [2.93291, -1.10319, 1.39801], [2.51588, -1.55128, 0.11823], [3.41594, -1.88231, -0.94154], [2.68735, -1.91889, -2.09136], [1.32301, -1.68064, -1.72631], [1.25232, -1.47882, -0.37047], [4.25831, -1.55714, 1.81161], [5.24782, -0.77214, 2.40458], [6.47120, -1.31315, 2.75716], [6.72999, -2.64815, 2.51431], [8.59657, -3.49222, 3.07188], [5.77718, -3.45272, 1.91621], [4.55721, -2.90921, 1.57695], [-3.26694, -0.04305, 3.28815], [-3.79412, -1.19112, 2.76180], [-1.35694, -1.82315, -0.68445], [1.46161, 0.50269, -6.42734], [1.27119, 0.27474, -3.98485], [-0.29665, -3.66422, -4.47065], [-0.16633, -3.43051, -6.90757], [-2.23541, -2.98126, -3.71642], [-3.66735, -3.94914, -1.71255], [-2.82707, -5.22920, 0.39318], [-4.51150, -7.00936, 0.53750], [-7.47050, -4.11002, 1.60853], [-5.80803, -2.32962, 1.37556], [-2.11070, 1.72684, 5.42740], [-2.83632, 3.93617, 6.24350], [-1.56721, 5.71795, 2.56765], [-0.89155, 3.51524, 1.74047], [1.28769, 2.39297, 3.95953], [3.46062, 0.94870, 3.46816], [4.47779, -2.00253, -0.83631], [3.02542, -2.11779, -3.09051], [5.09058, 0.28336, 2.55287], [7.21879, -0.68534, 3.21655], [5.97442, -4.49626, 1.72359], [3.81141, -3.54188, 1.11846], [-3.66675, 0.55913, 4.07900], [-4.69870, -1.67579, 3.06863], [-2.37063, 0.36303, -3.01596], [-1.79062, -0.52581, -2.59686], [-0.51531, 1.11423, -0.34039], [0.55997, 2.26491, -0.96279], [1.58963, 3.34793, -1.55415], [0.79779, 2.82266, 0.53889], [-0.69048, 3.26273, -1.13458], [0.31022, 1.64286, -2.43083], [1.75316, 1.19409, -0.73056]], "spin_multiplicity": 2, "energy_ha": -5642.984705, "s2": 0.999, "relative_energy_kcal_mol": 9.8, "total_charge": -1, "gap_ha": [0.1969, 0.1906]}